(1)
17
Properties=species:S:1:pos:R:3:forces:R:3:lowdin_charge:R:1 method="wB97M-V/def2-TZVPD" homo_lumo_gap_ev=8.7 largest_force_ev_per_a=1.97 multiplicity=1 de_lowest_kj_mol=423.2 energy_ev=-9334.6013 charge=0 homo_energy_ha=-0.294
C 0.026060 -1.460242 -0.809392 0.1826 -0.0590 -1.1431 -0.28
C 0.812434 0.932590 0.254740 -0.2015 0.0859 -0.1337 -0.15
C -1.619649 0.535575 0.298798 0.1380 0.0522 -0.1759 -0.06
N -0.329348 0.217886 -0.325089 0.1648 0.2062 -1.1866 -0.20
N 0.197165 -1.215666 -2.142642 0.1231 -0.7287 0.4382 -0.11
C 1.110068 0.511573 1.676943 0.1058 -0.0061 0.1394 -0.25
O 1.645021 1.221002 2.486883 -0.1424 -0.1046 -0.2365 0.07
H -0.267692 0.235834 -1.474668 -0.3646 0.2940 1.9126 0.15
H 1.172705 -1.285331 -2.421516 -0.0443 0.1101 0.1814 0.00
H 0.853389 -1.785596 -0.168462 -0.0130 0.0544 -0.0292 0.09
H -0.916856 -1.938624 -0.527636 -0.0371 0.2328 0.1460 0.09
H 0.661718 2.016417 0.231320 0.0495 -0.0633 0.0010 0.13
H 1.684682 0.702630 -0.369623 0.0015 -0.0194 0.0840 0.14
H 0.826518 -0.530401 1.931861 -0.0148 0.0202 0.0028 0.13
H -1.801543 1.612981 0.282624 -0.0064 -0.0460 -0.0040 0.09
H -2.408248 0.033392 -0.259815 0.0115 -0.0133 0.0291 0.09
H -1.646425 0.195980 1.335674 0.0473 -0.0155 -0.0256 0.09

=====

(2)
25
Properties=species:S:1:pos:R:3:forces:R:3:lowdin_charge:R:1 method="wB97M-V/def2-TZVPD" homo_lumo_gap_ev=4.7 largest_force_ev_per_a=2.90 multiplicity=1 de_lowest_kj_mol=151.1 energy_ev=-62605.0354 charge=+6 homo_energy_ha=-0.974
Na 1.740166 3.556782 0.085650 1.2801 0.5748 0.3174 0.89
Na 0.359077 2.970457 -3.322238 0.3409 0.4194 -1.2632 0.89
Na -1.705406 3.316511 0.413338 -0.5978 0.5614 0.8700 0.83
Na -3.703063 0.277686 0.233622 -0.9791 -1.1703 1.0244 0.82
Na 2.563350 0.695867 -2.908638 1.2708 -1.5407 -0.2685 0.83
Na 0.829786 1.969204 2.817600 0.6408 -0.8911 1.3346 0.84
Na -3.013906 2.459982 -2.645293 -1.2265 -0.0135 -0.9448 0.91
Na -1.556009 -1.527946 -1.805119 -0.0079 -1.6516 -0.0612 0.84
S -0.251975 0.866314 -0.595686 0.2128 -2.0969 -0.6960 0.35
O 0.049508 -0.488439 -0.149577 -1.5040 1.1443 -1.0675 -0.33
O 0.146920 1.836897 0.410467 0.1025 2.5329 1.4119 -0.37
O 0.464552 1.131719 -1.839108 0.5348 1.4259 -1.5413 -0.35
O -1.719372 1.050106 -0.883212 -0.6529 0.6307 0.0403 -0.38
O 1.595234 -0.359422 1.939458 -0.0964 1.5405 0.3916 0.01
H 1.050192 -0.332644 1.153051 0.2672 -0.5905 0.1535 -0.05
H 1.115948 -0.925520 2.544482 0.3692 -0.6703 0.5958 0.08
O 2.301818 -1.473994 -1.381067 -0.1724 1.0988 -1.0586 0.02
H 2.853768 -1.401892 -0.602374 0.6709 -0.5038 0.4978 0.09
H 1.481732 -1.046408 -1.134373 0.0783 -0.4846 0.2970 -0.04
O 0.173426 -3.210072 1.099131 -0.2936 0.0925 -0.2798 0.04
H 0.448901 -2.566459 0.446361 0.4626 -0.2498 -0.1237 -0.01
H 0.055596 -2.702317 1.901956 0.2628 -0.4263 0.5193 0.03
O -2.081016 -1.445429 1.199421 -1.0142 1.5038 -0.9910 0.00
H -1.785822 -1.866342 2.006830 -0.4187 -0.7940 0.5019 0.09
H -1.413407 -0.784640 1.015318 0.4699 -0.4419 0.3401 -0.02

=====

(3)
78
Properties=species:S:1:pos:R:3:forces:R:3:lowdin_charge:R:1 method="wB97M-V/def2-TZVPD" homo_lumo_gap_ev=5.4 largest_force_ev_per_a=0.96 multiplicity=1 de_lowest_kj_mol=62.1 energy_ev=-149237.0905 charge=-2 homo_energy_ha=-0.060
Cs -0.355317 0.909888 -1.577546 0.3372 -0.4558 -0.1153 1.21
O 1.730280 4.469256 -1.193932 0.2403 0.0048 -0.0144 -0.04
C 1.605907 3.404795 -0.557018 -0.4906 -0.0171 0.5167 -0.58
N 0.566391 2.980651 0.156372 0.1080 -0.0607 -0.0492 -0.16
C -0.509300 3.831730 0.477513 0.0027 -0.2572 -0.0702 -0.25
C -0.243156 5.128477 0.925121 -0.2489 0.1327 -0.0139 -0.05
C -1.250070 5.975854 1.362752 0.1108 0.0064 0.0098 -0.13
C -2.564457 5.533204 1.364845 -0.0900 -0.0439 -0.0079 -0.14
C -2.858317 4.243593 0.946175 0.0722 0.1597 0.0437 -0.05
C -1.865382 3.357694 0.512491 0.1307 -0.1613 -0.0875 -0.23
N -2.174078 2.003863 0.260409 -0.1158 0.0455 0.2881 -0.06
C -3.316476 1.634138 -0.298271 0.4195 0.1388 0.3672 -0.58
O -4.214843 2.322537 -0.826451 -0.2013 -0.2004 -0.0361 -0.05
C -3.570348 0.103038 -0.234585 -0.0190 0.3225 0.0700 -0.20
C -4.900073 -0.304414 -0.120072 -0.0247 0.0026 -0.0235 -0.02
C -5.186731 -1.646197 0.048633 -0.0228 0.0240 -0.0031 -0.09
C -4.143394 -2.560716 0.052680 0.0491 0.0037 0.0218 -0.08
C -2.856711 -2.075352 -0.120254 -0.0935 -0.0468 -0.0728 -0.17
N -2.568343 -0.784337 -0.247519 -0.0949 0.3471 0.1303 0.04
C 2.827933 2.451551 -0.577862 -0.3432 0.5722 -0.0936 -0.21
C 4.048417 3.044651 -0.901839 0.1247 -0.1851 0.0112 -0.02
C 5.178947 2.251786 -0.956527 -0.0110 0.0163 -0.0061 -0.08
C 5.056085 0.888217 -0.722536 -0.0138 -0.0139 0.0347 -0.08
C 3.803602 0.390138 -0.406313 0.0395 0.0126 -0.0170 -0.17
N 2.716455 1.151640 -0.310386 -0.1374 0.1831 -0.2323 0.01
H 0.786261 5.459725 0.919611 -0.0019 0.0116 -0.0425 0.10
H -1.004949 6.975214 1.707380 0.0033 0.0050 -0.0176 0.08
H -3.364512 6.188271 1.694514 -0.0011 -0.0102 0.0152 0.08
H -3.878913 3.887122 0.954580 -0.0051 0.0084 -0.0376 0.10
H -5.666700 0.456715 -0.161057 0.0021 0.0000 0.0131 0.11
H -6.211002 -1.978580 0.178001 -0.0006 0.0041 -0.0137 0.09
H -4.310328 -3.621010 0.192156 -0.0033 -0.0046 -0.0287 0.09
H -2.013805 -2.757435 -0.156295 0.0053 0.0017 0.0247 0.05
H 4.057125 4.104256 -1.110865 -0.0032 -0.0045 -0.0179 0.11
H 6.145200 2.684364 -1.191407 -0.0023 -0.0061 -0.0274 0.09
H 5.903837 0.219418 -0.794520 0.0058 0.0052 0.0077 0.09
H 3.655162 -0.669863 -0.226600 0.0068 -0.0016 -0.0034 0.07
O 0.276176 0.071312 -3.917473 -0.0071 0.0078 -0.9610 -0.51
N 0.793640 -0.190789 -5.073712 0.2980 -0.3333 0.0217 -0.26
C 0.274587 0.391560 -6.175918 -0.0289 -0.0677 -0.0282 -0.05
C 0.730223 0.113687 -7.440893 -0.0096 0.0297 0.0205 -0.11
C 1.771646 -0.805453 -7.576751 0.0270 -0.0094 0.0044 -0.13
C 2.320408 -1.366301 -6.449156 0.0107 0.0108 -0.0294 -0.14
C 1.877068 -1.058564 -5.143905 0.0292 0.0097 -0.0004 -0.74
S 2.586708 -1.667969 -3.728030 -0.0134 -0.0395 -0.1326 0.54
H -0.534165 1.071233 -5.952613 -0.0020 -0.0004 -0.0137 0.13
H 0.278453 0.607005 -8.289845 -0.0136 -0.0066 -0.0001 0.09
H 2.150152 -1.070109 -8.556909 0.0079 0.0047 -0.0011 0.09
H 3.134993 -2.073637 -6.515213 0.0123 0.0152 -0.0081 0.08
C 1.411894 -0.204854 3.875174 0.0863 -0.1901 -0.0463 -0.45
Te 0.799630 0.885367 2.086014 -0.0349 0.1605 0.8438 1.29
C -1.156414 0.660827 2.957529 -0.0541 0.1190 -0.1558 -0.40
C -0.995593 0.213890 4.381747 0.0502 -0.0138 0.0233 -0.27
C -2.080207 0.202080 5.257821 -0.0050 -0.0072 -0.0031 -0.05
C -1.930833 -0.208990 6.572711 -0.0145 -0.0040 -0.0019 -0.11
C -0.684224 -0.618944 7.028906 0.0035 -0.0149 0.0071 -0.12
C 0.396825 -0.616582 6.161796 0.0127 -0.0109 0.0050 -0.06
C 0.256140 -0.204969 4.837667 -0.0780 0.0435 -0.0336 -0.28
H 2.279478 0.295556 4.307559 -0.0060 0.0023 -0.0010 0.04
H 1.707575 -1.229631 3.632336 -0.0358 0.0082 -0.0216 0.02
H -1.704238 -0.065591 2.355998 0.0125 -0.0108 0.0128 0.04
H -1.685911 1.607307 2.870941 0.0068 0.0054 0.0183 0.05
H -3.049918 0.523831 4.895325 -0.0003 0.0124 0.0023 0.11
H -2.783458 -0.208983 7.241682 -0.0006 0.0082 -0.0011 0.09
H -0.556921 -0.939902 8.056325 0.0025 0.0035 0.0010 0.09
H 1.372019 -0.938490 6.511675 -0.0005 0.0020 0.0015 0.10
Br -0.904071 -4.959722 1.804881 -0.0666 0.0163 0.0272 0.69
C 0.304220 -5.128085 0.345614 0.0457 0.0244 0.0131 -0.73
C 0.461157 -6.398211 -0.194075 0.0035 0.0034 -0.0136 -0.16
C 1.363338 -6.594582 -1.225870 0.0092 0.0029 -0.0163 -0.11
C 2.087475 -5.518703 -1.721536 -0.0159 -0.0239 -0.0004 -0.09
C 1.902951 -4.253722 -1.189732 -0.0538 0.0481 -0.0367 -0.16
C 1.011442 -4.035628 -0.139325 0.0740 -0.0616 0.0356 -0.68
I 0.873354 -2.068610 0.644508 0.0087 -0.3056 -0.0442 0.97
H -0.123764 -7.219777 0.197055 0.0213 -0.0052 0.0229 0.08
H 1.493009 -7.585427 -1.643802 -0.0055 0.0013 -0.0019 0.09
H 2.791586 -5.654758 -2.532137 -0.0259 0.0202 -0.0338 0.10
H 2.429173 -3.410553 -1.617746 0.0166 0.0067 0.0028 0.02

=====

(4)
22
Properties=species:S:1:pos:R:3:forces:R:3:lowdin_charge:R:1 method="wB97M-V/def2-TZVPD" homo_lumo_gap_ev=10.0 largest_force_ev_per_a=3.89 multiplicity=1 de_lowest_kj_mol=207.7 energy_ev=-13490.2733 smiles="[H]/N=C(/O)[C@]1(CCO)CCN1" charge=0 homo_energy_ha=-0.338
H -1.248336 0.944148 2.079929 0.1123 0.1968 0.1652 0.05
N -1.349293 1.712490 1.414525 1.3006 -1.1349 0.1583 0.14
C -0.783530 1.364656 0.312007 -3.2283 -0.4924 1.4781 -0.49
O -1.123305 2.168689 -0.685152 -2.0722 2.5706 0.4140 0.01
C -0.376848 -0.035955 -0.086834 1.1683 0.3916 0.1313 -0.42
C 0.871418 0.019958 -0.975415 0.0117 -0.3392 -0.1188 -0.11
C 2.080811 0.692832 -0.352194 0.0723 0.4485 -0.3014 -0.25
O 2.547678 -0.082655 0.739025 -0.0703 -0.2653 0.1411 -0.06
C -1.496386 -0.931672 -0.686085 -0.2644 0.2629 -0.1042 -0.07
C -1.081259 -1.971917 0.371078 -0.0473 -0.3322 0.0017 -0.17
N -0.309751 -0.932667 1.079998 0.2305 -0.1087 0.0341 0.02
H -1.869704 2.729639 -0.095995 2.7365 -1.3941 -2.3908 0.21
H 0.617538 0.563378 -1.896459 0.0283 -0.1289 0.1699 0.13
H 1.135728 -1.011970 -1.254222 0.0123 0.2318 -0.0189 0.13
H 1.825234 1.713022 -0.016792 -0.0321 -0.2178 -0.0702 0.12
H 2.867514 0.793813 -1.118052 -0.1599 -0.0479 0.1535 0.12
H 3.269616 0.376713 1.174560 0.0079 0.0450 0.0007 0.09
H -2.502810 -0.524160 -0.535204 0.2717 -0.0928 -0.0212 0.12
H -1.366348 -1.208597 -1.738496 -0.0085 0.0990 0.2625 0.11
H -1.887420 -2.421922 0.967094 0.2241 0.1222 -0.1528 0.10
H -0.457205 -2.776669 -0.047247 -0.1705 0.1589 0.0738 0.11
H 0.636666 -1.181144 1.349921 -0.1232 0.0269 -0.0058 0.10

=====

| no. | M (u) |
| --- | --- |
| 1 | 102.137 |
| 2 | 352.043 |
| 3 | 1090.043 |
| 4 | 144.174 |